Arrangement w

The following is a quantum chemistry calculation of a cluster of 10 separate species, C7H27NO9 in total, from the Open Molecules 2025 dataset.

As for the total charge: 0. The calculation puts the molecular weight at 269.291 g/mol. The gap between HOMO and LUMO is 8.33 eV. As for the HOMO energy: -8.08 eV. The SMILES is C=Cc1cc[nH]c1C.O.O.O.O.O.O.O.O.O.

Each line ends with the natural charge from an NBO analysis.
Geometry (Å):
C 1.359 -1.592 -2.936  -0.442
C 0.473 -0.697 -2.421  -0.234
C 1.064 0.319 -1.548  -0.167
C 2.411 0.901 -1.638  -0.306
C 2.394 2.087 -0.900  -0.069
N 1.253 2.106 -0.179  -0.523
C 0.540 0.913 -0.362  0.121
C -0.431 0.540 0.687  -0.700
H 2.422 -1.691 -2.815  0.202
H 1.078 -2.500 -3.456  0.191
H -0.636 -0.773 -2.751  0.277
H 3.284 0.561 -2.110  0.223
H 3.096 2.814 -0.758  0.209
H 0.858 2.779 0.473  0.454
H -0.731 1.417 1.393  0.279
H -0.046 -0.298 1.302  0.248
H -1.473 0.151 0.375  0.193
O 0.607 -2.659 0.022  -0.968
H 1.321 -2.163 0.347  0.478
H 0.963 -2.571 -0.880  0.489
O -0.815 3.549 0.942  -0.949
H -1.459 3.310 0.255  0.480
H -1.385 4.107 1.476  0.492
O -1.572 -1.241 3.484  -0.987
H -1.275 -1.856 4.148  0.471
H -2.058 -1.878 2.794  0.511
O -3.131 1.898 1.109  -0.956
H -2.474 1.393 0.553  0.468
H -3.386 1.237 1.770  0.482
O 3.599 -1.092 0.213  -0.963
H 3.043 -0.298 0.336  0.484
H 4.533 -0.753 0.151  0.480
O -2.103 -3.458 1.306  -0.976
H -2.328 -3.565 0.370  0.493
H -1.176 -3.294 1.247  0.478
O -2.524 -2.336 -1.138  -0.936
H -2.366 -2.749 -1.916  0.463
H -1.600 -2.125 -0.828  0.485
O 0.592 1.472 4.110  -0.939
H 0.049 0.646 3.857  0.479
H 1.292 0.905 4.585  0.460
O -1.335 0.809 -3.495  -0.943
H -0.450 1.105 -3.909  0.487
H -1.268 0.993 -2.470  0.481

=====

Arrangement x

The following is a quantum chemistry calculation of a cluster of 10 separate species, C7H27NO9 in total, from the Open Molecules 2025 dataset.

As for the total charge: 0. The calculation puts the molecular weight at 269.291 g/mol. The gap between HOMO and LUMO is 8.71 eV. As for the HOMO energy: -8.37 eV. The SMILES is C/C=C/c1cc[nH]c1.O.O.O.O.O.O.O.O.O.

Each line ends with the natural charge from an NBO analysis.
Geometry (Å):
C 0.017 -2.306 -3.778  -0.645
C -0.070 -1.348 -2.584  -0.198
C -1.005 -0.397 -2.669  -0.212
C -1.101 0.627 -1.631  -0.145
C -0.990 0.483 -0.230  -0.370
C -1.365 1.700 0.316  -0.031
N -1.596 2.563 -0.686  -0.491
C -1.438 1.944 -1.923  -0.078
H -0.909 -2.359 -4.335  0.214
H 0.873 -1.946 -4.356  0.221
H 0.360 -3.315 -3.535  0.211
H 0.655 -1.534 -1.805  0.214
H -1.702 -0.331 -3.497  0.214
H -0.752 -0.428 0.295  0.239
H -1.485 1.964 1.353  0.218
H -1.801 3.545 -0.693  0.419
H -1.706 2.394 -2.856  0.217
O 3.381 -0.725 -0.103  -0.981
H 3.048 -1.413 0.489  0.524
H 3.323 0.183 0.218  0.491
O 0.952 0.245 4.018  -0.964
H 1.688 0.863 3.985  0.498
H 0.222 0.669 3.535  0.488
O -1.863 -1.525 3.868  -0.946
H -2.053 -2.354 3.430  0.471
H -0.900 -1.460 3.915  0.476
O 1.892 3.191 -0.876  -0.978
H 1.950 2.244 -1.149  0.505
H 2.817 3.425 -0.774  0.469
O -3.473 -1.587 0.533  -0.967
H -2.763 -1.041 0.158  0.486
H -4.053 -0.911 0.927  0.483
O 1.741 1.864 1.617  -0.999
H 1.483 1.075 1.133  0.476
H 1.674 2.556 0.927  0.499
O -0.878 -2.771 1.267  -0.974
H -1.844 -2.737 1.187  0.506
H -0.664 -3.202 0.420  0.482
O 2.248 0.639 -2.056  -1.012
H 2.602 -0.071 -1.460  0.506
H 1.368 0.435 -2.412  0.491
O 1.437 -1.328 1.722  -1.024
H 0.565 -1.756 1.724  0.499
H 1.506 -0.863 2.574  0.498

=====

arrangement x is the most stable structure; the next one sits 337.7 kJ/mol above it.

=====

Arrangement w

The following is a quantum chemistry calculation of a cluster of 2 separate species, H4O2 in total, from the Open Molecules 2025 dataset.

As for the total charge: 0. The calculation puts the molecular weight at 36.030 g/mol. The gap between HOMO and LUMO is 11.51 eV. As for the HOMO energy: -10.81 eV. The SMILES is O.O.

Each line ends with the natural charge from an NBO analysis.
Geometry (Å):
O -1.471 -0.097 -0.081  -0.955
H -0.636 -0.132 0.413  0.488
H -1.927 0.708 0.254  0.460
O 1.324 -0.001 0.048  -0.951
H 2.041 -0.632 -0.102  0.478
H 1.700 0.844 -0.299  0.479

=====

Arrangement x

The following is a quantum chemistry calculation of a cluster of 2 separate species, H4O2 in total, from the Open Molecules 2025 dataset.

As for the total charge: 0. The calculation puts the molecular weight at 36.030 g/mol. The gap between HOMO and LUMO is 12.19 eV. As for the HOMO energy: -11.68 eV. The SMILES is O.O.

Each line ends with the natural charge from an NBO analysis.
Geometry (Å):
O 2.017 -0.312 -0.055  -0.939
H 1.076 -0.391 0.108  0.464
H 2.214 0.651 -0.350  0.476
O -1.784 -0.305 -0.151  -0.923
H -1.019 0.138 0.262  0.454
H -2.503 0.219 0.186  0.468

=====

Arrangement y

The following is a quantum chemistry calculation of a cluster of 2 separate species, H4O2 in total, from the Open Molecules 2025 dataset.

As for the total charge: 0. The calculation puts the molecular weight at 36.030 g/mol. The gap between HOMO and LUMO is 12.24 eV. As for the HOMO energy: -11.51 eV. The SMILES is O.O.

Each line ends with the natural charge from an NBO analysis.
Geometry (Å):
O 1.014 -1.227 -0.673  -0.942
H 1.692 -1.070 -1.366  0.479
H 1.203 -0.671 0.067  0.463
O -1.325 1.092 0.305  -0.946
H -1.863 1.469 1.016  0.474
H -0.721 0.408 0.650  0.472

=====

arrangement w is the most stable structure; the next one sits 15.7 kJ/mol above it.

=====

Arrangement w

The following is a quantum chemistry calculation of a cluster of 2 separate species, H4O2 in total, from the Open Molecules 2025 dataset.

As for the total charge: 0. The calculation puts the molecular weight at 36.030 g/mol. The gap between HOMO and LUMO is 12.11 eV. As for the HOMO energy: -11.38 eV. The SMILES is O.O.

Each line ends with the natural charge from an NBO analysis.
Geometry (Å):
O 1.754 0.539 0.583  -0.949
H 0.809 0.438 0.454  0.477
H 2.147 -0.335 0.623  0.472
O -1.601 -0.508 -0.541  -0.939
H -1.380 0.225 -1.115  0.468
H -2.540 -0.370 -0.374  0.472

=====

Arrangement x

The following is a quantum chemistry calculation of a cluster of 2 separate species, H4O2 in total, from the Open Molecules 2025 dataset.

As for the total charge: 0. The calculation puts the molecular weight at 36.030 g/mol. The gap between HOMO and LUMO is 11.50 eV. As for the HOMO energy: -10.72 eV. The SMILES is O.O.

Each line ends with the natural charge from an NBO analysis.
Geometry (Å):
O -1.280 -0.017 0.084  -0.956
H -1.906 -0.520 -0.470  0.481
H -1.275 0.906 -0.211  0.477
O 1.394 -0.090 -0.089  -0.943
H 0.790 -0.442 0.562  0.482
H 1.481 0.906 0.159  0.459

=====

arrangement w is the most stable structure; the next one sits 21.8 kJ/mol above it.

=====

Arrangement w

The following is a quantum chemistry calculation of a structure of composition CH4O3S, from the Open Molecules 2025 dataset.

As for the total charge: 0. The calculation puts the molecular weight at 96.107 g/mol. The gap between HOMO and LUMO is 10.23 eV. As for the HOMO energy: -10.76 eV.

Each line ends with the natural charge from an NBO analysis.
Geometry (Å):
C -1.098 0.363 0.198  -0.957
H -1.246 1.006 1.179  0.286
H -1.246 0.969 -0.841  0.263
H -1.712 -0.629 -0.082  0.301
H 2.539 0.289 -0.504  0.547
O 1.431 0.778 -0.145  -0.882
O 0.248 -1.259 -1.167  -0.931
O 0.673 -1.110 1.338  -0.932
S 0.411 -0.407 0.022  2.304

=====

Arrangement x

The following is a quantum chemistry calculation of a cluster of 2 separate species, CH4O3S in total, from the Open Molecules 2025 dataset.

As for the total charge: 0. The calculation puts the molecular weight at 96.107 g/mol. The gap between HOMO and LUMO is 9.31 eV. As for the HOMO energy: -8.88 eV. The SMILES is OC(O)=S.O.

Each line ends with the natural charge from an NBO analysis.
Geometry (Å):
O 2.309 -1.035 -0.167  -0.641
C 1.267 -0.250 0.048  0.507
O 0.122 -0.903 0.190  -0.702
S 1.383 1.374 0.026  -0.232
H 2.026 -1.960 -0.237  0.496
H -0.680 -0.321 0.141  0.538
O -2.144 0.703 -0.199  -0.949
H -2.620 0.885 0.623  0.487
H -1.665 1.507 -0.425  0.497

=====

arrangement x is the most stable structure; the next one sits 291.1 kJ/mol above it.

=====

Arrangement w

The following is a quantum chemistry calculation of a cluster of 2 separate species, CH4O3S in total, from the Open Molecules 2025 dataset.

As for the total charge: 0. The calculation puts the molecular weight at 96.107 g/mol. The gap between HOMO and LUMO is 8.48 eV. As for the HOMO energy: -8.41 eV.

Each line ends with the natural charge from an NBO analysis.
Geometry (Å):
C 0.158 0.020 -0.364  0.952
O 1.059 -0.894 -0.023  -0.671
O 0.678 1.249 -0.730  -0.716
O -0.746 -0.377 -1.273  -0.668
S -1.039 0.448 1.829  -0.525
H 0.698 -1.668 0.295  0.504
H 1.399 1.656 -0.250  0.520
H -1.122 0.357 -1.717  0.507
H -1.086 -0.790 2.231  0.098

=====

Arrangement x

The following is a quantum chemistry calculation of an isolated molecule of CH4O3S, from the Open Molecules 2025 dataset.

As for the total charge: 0. The calculation puts the molecular weight at 96.107 g/mol. The gap between HOMO and LUMO is 9.67 eV. As for the HOMO energy: -9.33 eV. The SMILES is OCOSO.

Each line ends with the natural charge from an NBO analysis.
Geometry (Å):
O 1.523 0.845 0.469  -0.728
C 1.132 -0.313 -0.101  0.235
O 0.051 -0.117 -1.106  -0.678
S -1.368 0.798 -0.473  0.723
O -2.145 -0.141 0.571  -0.846
H 0.785 1.469 0.757  0.492
H 0.945 -1.181 0.634  0.139
H 1.860 -0.598 -0.813  0.169
H -2.784 -0.762 0.062  0.495

=====

Arrangement y

The following is a quantum chemistry calculation of an isolated molecule of CH4O3S, from the Open Molecules 2025 dataset.

As for the total charge: 0. The calculation puts the molecular weight at 96.107 g/mol. The gap between HOMO and LUMO is 12.16 eV. As for the HOMO energy: -11.69 eV. The SMILES is CS(=O)(=O)O.

Each line ends with the natural charge from an NBO analysis.
Geometry (Å):
C -0.907 -0.153 -0.450  -0.911
S 0.809 -0.158 -0.104  2.388
O 1.363 -1.394 0.395  -0.907
O 1.260 0.634 -1.175  -0.922
O 0.868 0.856 1.080  -0.878
H -1.676 -0.324 0.407  0.237
H -1.155 -0.773 -1.228  0.246
H -1.147 0.827 -0.782  0.257
H 0.586 0.485 1.856  0.491

=====

arrangement y is the most stable structure; the next one sits 56.1 kJ/mol above it.

=====

Arrangement w

The following is a quantum chemistry calculation of a structure of composition C8H10O, from the Open Molecules 2025 dataset.

As for the total charge: 0. The calculation puts the molecular weight at 122.167 g/mol. The gap between HOMO and LUMO is 10.25 eV. As for the HOMO energy: -9.35 eV.

Each line ends with the natural charge from an NBO analysis.
Geometry (Å):
C -2.191 -0.103 -0.683  -0.437
C -0.868 -0.093 -0.496  0.061
C 0.189 -0.411 -1.530  -0.448
C 1.458 -0.247 -0.625  -0.202
C 0.956 -1.021 0.621  -0.380
C 0.032 0.223 0.675  -0.209
C 1.189 1.100 0.114  -0.389
C -0.776 0.567 1.967  0.470
H -2.948 0.402 -0.127  0.206
H -2.612 -0.350 -1.699  0.202
H 0.214 0.342 -2.311  0.222
H 0.070 -1.437 -1.884  0.224
H 2.467 -0.483 -0.977  0.216
H 0.431 -2.022 0.412  0.207
H 1.656 -1.156 1.437  0.227
H 2.001 1.335 0.762  0.225
H 0.943 2.034 -0.447  0.211
H -1.921 0.321 1.796  0.108
O -0.288 0.998 2.996  -0.512

=====

Arrangement x

The following is a quantum chemistry calculation of an isolated molecule of C8H10O, from the Open Molecules 2025 dataset.

As for the total charge: 0. The calculation puts the molecular weight at 122.167 g/mol. The gap between HOMO and LUMO is 9.07 eV. As for the HOMO energy: -8.26 eV. The SMILES is CCc1ccccc1O.

Each line ends with the natural charge from an NBO analysis.
Geometry (Å):
C 2.697 -0.073 0.027  -0.573
C 1.479 -1.042 -0.129  -0.394
C 0.102 -0.427 -0.073  -0.028
C -1.011 -1.320 0.019  -0.186
C -2.336 -0.929 0.002  -0.252
C -2.561 0.429 -0.012  -0.185
C -1.522 1.436 0.018  -0.319
C -0.219 1.003 0.040  0.301
O 0.814 1.863 -0.076  -0.666
H 3.408 -0.641 0.150  0.192
H 2.617 0.527 0.913  0.207
H 2.625 0.629 -0.647  0.217
H 1.484 -1.756 -0.710  0.195
H 1.349 -1.752 0.759  0.200
H -0.735 -2.227 -0.129  0.183
H -3.265 -1.681 0.005  0.227
H -3.682 0.807 0.002  0.211
H -1.568 2.418 -0.228  0.198
H 0.323 2.737 0.069  0.475

=====

arrangement w is the most stable structure; the next one sits 114.1 kJ/mol above it.